1.
This record from the OMol25 dataset describes a molecular structure, C44H69BaN17 in a non-equilibrium geometry. The level of theory is the ωB97M-V functional and the def2-TZVPD basis.

ORCA input file:
```
! wB97M-V def2-TZVPD RIJCOSX def2/J DEFGRID3
* xyz 2 1
Ba 0.09 -1.22 -0.05
C -2.83 0.88 -5.40
N -2.99 1.79 -4.29
C -3.74 3.00 -4.56
C -2.52 1.49 -3.02
N -1.36 0.97 -2.75
C -0.29 1.19 -3.71
C 0.92 0.30 -3.45
N 1.44 0.11 -2.08
C 2.00 1.35 -1.48
C 1.02 2.52 -1.34
N 1.06 3.07 0.00
C 1.05 4.34 0.16
N 0.94 5.26 -0.90
C 1.83 6.40 -0.98
C -0.33 5.38 -1.59
N 1.15 4.87 1.42
C 1.48 4.01 2.54
C 0.67 6.19 1.77
C 2.53 -0.88 -2.26
C 3.31 -1.33 -1.02
N 2.47 -2.04 -0.06
C 2.99 -2.60 0.96
N 2.06 -3.30 1.79
C 2.29 -3.32 3.23
C 1.79 -4.65 1.29
N 4.39 -2.59 1.16
C 5.00 -2.36 2.46
C 5.08 -3.63 0.39
N -3.40 1.76 -1.99
C -4.83 1.73 -2.15
C -2.93 2.32 -0.73
H -3.80 0.74 -5.89
H -2.48 -0.08 -5.04
H -2.13 1.26 -6.16
H -3.29 3.53 -5.40
H -3.72 3.66 -3.70
H -4.78 2.79 -4.82
H 0.01 2.24 -3.71
H -0.56 0.96 -4.74
H 1.74 0.67 -4.10
H 0.68 -0.71 -3.82
H 2.87 1.66 -2.07
H 2.34 1.11 -0.47
H 0.01 2.15 -1.53
H 1.25 3.27 -2.10
H 2.09 6.58 -2.03
H 2.75 6.19 -0.44
H 1.40 7.33 -0.59
H -0.87 4.44 -1.52
H -0.16 5.61 -2.65
H -0.96 6.18 -1.17
H 2.25 4.48 3.16
H 1.83 3.06 2.17
H 0.60 3.84 3.17
H 1.49 6.89 1.97
H 0.07 6.13 2.68
H 0.05 6.60 0.99
H 3.28 -0.48 -2.95
H 2.10 -1.77 -2.73
H 3.78 -0.48 -0.54
H 4.13 -1.96 -1.37
H 3.08 -4.00 3.53
H 1.36 -3.65 3.70
H 2.51 -2.32 3.60
H 2.63 -5.33 1.48
H 1.59 -4.62 0.22
H 0.92 -5.04 1.81
H 4.46 -1.61 3.02
H 6.01 -1.98 2.28
H 5.09 -3.27 3.06
H 5.14 -4.57 0.94
H 6.10 -3.30 0.16
H 4.56 -3.82 -0.55
H -5.28 2.73 -2.14
H -5.28 1.15 -1.34
H -5.10 1.25 -3.09
H -3.14 3.39 -0.68
H -1.87 2.15 -0.61
H -3.46 1.84 0.10
C -2.74 -1.96 -2.49
C -3.32 -1.75 -1.12
C -4.61 -2.22 -0.86
C -5.13 -2.07 0.41
C -4.38 -1.41 1.37
C -3.13 -0.93 1.03
N -2.59 -1.13 -0.19
C -2.37 -0.13 2.06
C -3.13 0.68 2.90
C -2.50 1.36 3.92
C -1.14 1.19 4.09
C -0.44 0.39 3.19
N -1.03 -0.24 2.16
C 1.04 0.27 3.43
C 1.47 0.11 4.74
C 2.81 0.31 5.02
C 3.65 0.67 3.98
C 3.15 0.73 2.68
C 4.06 1.12 1.55
N 1.86 0.49 2.40
H -3.49 -1.76 -3.25
H -2.41 -2.99 -2.62
H -1.90 -1.28 -2.66
H -5.17 -2.70 -1.64
H -6.11 -2.45 0.65
H -4.76 -1.29 2.37
H -4.19 0.79 2.74
H -3.06 2.01 4.58
H -0.61 1.70 4.88
H 0.76 -0.12 5.52
H 3.18 0.21 6.03
H 4.69 0.89 4.16
H 3.71 2.05 1.10
H 4.05 0.36 0.76
H 5.08 1.25 1.89
N -2.33 -5.32 1.55
C -2.48 -4.70 2.77
C -1.82 -3.52 2.66
N -1.27 -3.40 1.40
C -1.59 -4.50 0.77
C -1.14 -4.78 -0.60
N -0.42 -3.94 -1.30
C -0.16 -4.58 -2.49
C -0.74 -5.81 -2.50
N -1.36 -5.93 -1.28
H -2.71 -6.22 1.31
H -3.03 -5.15 3.58
H -1.71 -2.75 3.40
H 0.42 -4.12 -3.27
H -0.76 -6.59 -3.24
H -1.87 -6.74 -0.98
*
```

Values from the calculation:
Frontier orbital gap ... 7.29 eV

Results of the Löwdin charge analysis, in e, for atoms 1 through 8: 1.8588, -0.0592, -0.1572, -0.0524, -0.3983, 0.0614, -0.2158, -0.1795



2.
This record from the OMol25 dataset describes 3 unconnected molecules or ions with the total composition C44H73ClF2N4O7S in a non-equilibrium geometry. The level of theory is the ωB97M-V functional and the def2-TZVPD basis.

ORCA input file:
```
! wB97M-V def2-TZVPD RIJCOSX def2/J DEFGRID3
* xyz 0 1
C 1.93 -1.60 5.98
C 1.40 -1.08 4.62
C 0.74 -2.16 3.75
C 1.18 -2.15 2.29
C 2.71 -2.29 2.10
C 3.12 -3.52 1.30
C 3.03 -3.45 -0.23
C 3.45 -2.13 -0.88
C 2.35 -1.17 -1.27
C 1.05 -1.34 -0.86
C 0.05 -0.44 -1.23
C 0.36 0.63 -2.05
C 1.68 0.85 -2.49
C 1.98 1.99 -3.43
C 2.65 3.23 -2.83
C 1.93 3.82 -1.62
Cl 1.55 5.56 -1.85
C 2.65 -0.05 -2.06
N 4.06 0.14 -2.40
C 4.82 1.01 -1.63
O 5.96 1.29 -1.77
F 4.11 1.46 -0.58
C 4.36 0.14 -3.77
O 4.97 0.93 -4.40
F 3.82 -0.96 -4.33
S -0.97 1.68 -2.59
C -1.96 1.64 -1.13
C -2.72 2.75 -0.75
C -2.74 4.00 -1.58
C -3.62 3.80 -2.83
C -5.06 3.36 -2.52
C -5.28 1.85 -2.61
C -6.70 1.49 -3.02
O -7.04 0.18 -2.58
C -8.01 0.14 -1.57
C -8.02 -1.23 -0.94
C -3.51 2.67 0.40
C -3.55 1.50 1.15
C -2.80 0.40 0.76
C -2.01 0.47 -0.39
N -1.27 -0.68 -0.79
H 2.03 -2.68 5.98
H 1.24 -1.33 6.78
H 2.90 -1.18 6.22
H 0.69 -0.28 4.81
H 2.24 -0.65 4.09
H -0.34 -1.99 3.76
H 0.87 -3.15 4.18
H 0.85 -1.22 1.84
H 0.68 -2.97 1.77
H 3.14 -2.41 3.10
H 3.14 -1.36 1.71
H 4.12 -3.85 1.58
H 2.45 -4.32 1.63
H 3.72 -4.20 -0.61
H 2.05 -3.77 -0.56
H 4.16 -1.59 -0.24
H 4.00 -2.37 -1.79
H 0.77 -2.19 -0.25
H 2.57 1.67 -4.28
H 1.03 2.32 -3.85
H 2.63 3.98 -3.62
H 3.70 3.08 -2.61
H 2.59 3.81 -0.76
H 1.00 3.31 -1.40
H -3.17 4.81 -1.00
H -1.73 4.25 -1.92
H -3.62 4.70 -3.44
H -3.17 3.01 -3.44
H -5.37 3.71 -1.54
H -5.71 3.85 -3.24
H -5.12 1.38 -1.64
H -4.58 1.37 -3.29
H -6.78 1.48 -4.11
H -7.42 2.22 -2.65
H -7.80 0.90 -0.80
H -9.01 0.37 -1.97
H -8.06 -2.00 -1.71
H -7.14 -1.38 -0.32
H -8.89 -1.35 -0.30
H -4.08 3.53 0.70
H -4.16 1.44 2.04
H -2.83 -0.51 1.35
H -1.21 -1.29 0.02
C 5.45 7.09 4.53
O 4.52 6.91 3.48
C 5.10 6.66 2.21
C 4.83 5.25 1.74
N 5.56 4.27 2.54
C 5.17 2.88 2.27
C 3.73 2.47 2.56
O 3.39 2.46 3.93
C 2.95 3.70 4.46
H 4.89 7.41 5.40
H 5.97 6.16 4.78
H 6.19 7.85 4.28
H 6.18 6.86 2.23
H 4.64 7.35 1.50
H 5.15 5.15 0.70
H 3.75 5.09 1.78
H 5.41 4.47 3.52
H 5.83 2.24 2.86
H 5.38 2.67 1.22
H 3.63 1.43 2.22
H 3.01 3.06 1.99
H 2.43 4.30 3.71
H 3.78 4.28 4.87
H 2.26 3.48 5.28
C -2.76 -8.81 -1.90
O -1.73 -7.87 -2.12
C -1.94 -7.01 -3.23
C -2.18 -5.58 -2.78
N -3.46 -5.45 -2.10
C -3.67 -4.16 -1.44
C -2.74 -3.79 -0.30
O -2.88 -4.58 0.86
C -2.14 -5.78 0.88
H -2.41 -9.50 -1.13
H -3.68 -8.34 -1.55
H -2.98 -9.38 -2.81
H -2.78 -7.36 -3.84
H -1.04 -7.03 -3.85
H -2.17 -4.93 -3.65
H -1.33 -5.30 -2.14
H -3.55 -6.18 -1.41
H -4.69 -4.15 -1.05
H -3.62 -3.37 -2.20
H -3.00 -2.77 0.00
H -1.68 -3.76 -0.61
H -1.21 -5.69 0.32
H -2.72 -6.62 0.48
H -1.91 -6.01 1.92
*
```

Values from the calculation:
Frontier orbital gap ... 8.53 eV
SMILES ... CCCCCCCCc1cc2c(c(CCCCl)c1N(C(=O)F)C(=O)F)Sc1c(CCCCCOCC)cccc1N2.COCCNCCOC.COCCNCCOC

Results of the Löwdin charge analysis, in e, for atoms 1 through 8: -0.1005, -0.2433, -0.2144, -0.2164, -0.1927, -0.1924, -0.1808, -0.1238



> Look up the frontier orbital gap of the first one.

7.29 eV



> Among the records above, which one has the highest frontier orbital gap?

C44H73ClF2N4O7S



> Among the records above, which one has the highest frontier orbital gap?

C44H73ClF2N4O7S